{"formula": "C16H48O8", "method": "ωB97M-V with the def2-TZVPD basis set", "energy_ev": -33747.56897, "e_lumo_ev": 0.42, "e_above_lowest_kj_mol": 282.9, "charge": 0, "species": ["C", "C", "O", "H", "H", "H", "H", "H", "H", "C", "C", "O", "H", "H", "H", "H", "H", "H", "C", "C", "O", "H", "H", "H", "H", "H", "H", "C", "C", "O", "H", "H", "H", "H", "H", "H", "C", "C", "O", "H", "H", "H", "H", "H", "H", "C", "C", "O", "H", "H", "H", "H", "H", "H", "C", "C", "O", "H", "H", "H", "H", "H", "H", "C", "C", "O", "H", "H", "H", "H", "H", "H"], "xyz": [[-15.2261, -16.3549, 12.7631], [-15.8015, -15.8052, 14.0596], [-16.3425, -14.5140, 13.8908], [-15.0636, -17.4292, 12.8997], [-14.3136, -15.8581, 12.4515], [-16.0155, -16.2880, 12.0093], [-15.0003, -15.7729, 14.8056], [-16.5759, -16.4604, 14.4812], [-17.2355, -14.5127, 13.5477], [-19.9725, -17.7966, 12.1897], [-20.9867, -18.9357, 12.0633], [-22.2273, -18.5375, 11.5487], [-20.2773, -17.1531, 13.0235], [-19.9968, -17.1543, 11.3092], [-18.9776, -18.1534, 12.4519], [-21.0627, -19.4395, 13.0261], [-20.5445, -19.7008, 11.4095], [-22.1503, -18.2253, 10.6462], [-17.0085, -21.5400, 17.2355], [-16.5375, -20.2213, 17.7864], [-16.7758, -19.1721, 16.8686], [-16.4452, -21.8620, 16.3544], [-18.0490, -21.4961, 16.9030], [-16.9156, -22.3867, 17.9197], [-15.4698, -20.2690, 18.0343], [-16.9143, -20.0085, 18.7936], [-17.4341, -18.5596, 17.2051], [-19.4103, -15.3513, 21.6516], [-19.3426, -14.5538, 20.3561], [-20.2880, -15.0785, 19.3955], [-18.7577, -14.9622, 22.4389], [-19.0802, -16.3626, 21.4184], [-20.3952, -15.2750, 22.1151], [-18.3513, -14.6395, 19.9165], [-19.6369, -13.5089, 20.4861], [-21.1782, -14.8414, 19.6622], [-25.4403, -16.9475, 16.9692], [-23.9545, -17.3041, 16.8483], [-23.3141, -16.4114, 15.9328], [-25.8086, -16.8605, 15.9473], [-25.6791, -16.0044, 17.4664], [-25.9451, -17.6881, 17.5970], [-23.9117, -18.3270, 16.4685], [-23.4240, -17.1762, 17.7885], [-23.5513, -16.6461, 15.0306], [-19.8352, -17.7043, 16.4813], [-18.7141, -16.7613, 16.9199], [-18.3830, -16.9488, 18.2821], [-20.7293, -17.3170, 16.9822], [-19.7092, -18.7516, 16.7370], [-20.0503, -17.5140, 15.4273], [-19.0214, -15.7319, 16.7223], [-17.8208, -16.9246, 16.3126], [-18.9574, -16.4090, 18.8393], [-22.3416, -18.4752, 20.2349], [-23.3899, -19.4841, 19.7273], [-23.8596, -20.2858, 20.8051], [-21.8158, -18.0790, 19.3610], [-21.5916, -18.9543, 20.8613], [-22.8457, -17.6814, 20.7841], [-23.0225, -20.0367, 18.8623], [-24.1826, -18.8684, 19.2811], [-24.5375, -19.7491, 21.2282], [-14.6763, -15.0084, 18.6010], [-14.4332, -16.4516, 18.1555], [-15.2520, -17.3573, 18.8802], [-14.4249, -14.8671, 19.6529], [-15.7597, -14.8331, 18.5675], [-14.2431, -14.2753, 17.9217], [-13.3895, -16.6960, 18.3497], [-14.7268, -16.4891, 17.1024], [-16.0652, -17.4690, 18.3784]], "lowdin_charge": [-0.082, -0.331, -0.075, 0.075, 0.073, 0.069, 0.101, 0.095, 0.077, -0.092, -0.339, -0.069, 0.056, 0.071, 0.072, 0.109, 0.107, 0.083, -0.093, -0.327, -0.081, 0.073, 0.069, 0.073, 0.111, 0.119, 0.015, -0.075, -0.279, -0.109, 0.077, 0.077, 0.074, 0.106, 0.114, 0.089, -0.087, -0.315, -0.091, 0.073, 0.072, 0.067, 0.113, 0.087, 0.081, -0.051, -0.308, -0.084, 0.059, 0.076, 0.063, 0.124, 0.085, 0.039, -0.087, -0.321, -0.069, 0.052, 0.075, 0.071, 0.111, 0.087, 0.083, -0.087, -0.303, -0.085, 0.071, 0.060, 0.071, 0.110, 0.095, 0.032]}

=====

{"formula": "C16H48O8", "method": "ωB97M-V with the def2-TZVPD basis set", "energy_ev": -33737.16406, "e_lumo_ev": [-2.08, -9.26], "e_above_lowest_kj_mol": 125.0, "s_squared": 0.757, "charge": 1, "spin_multiplicity": 2, "species": ["C", "C", "O", "H", "H", "H", "H", "H", "H", "C", "C", "O", "H", "H", "H", "H", "H", "H", "C", "C", "O", "H", "H", "H", "H", "H", "H", "C", "C", "O", "H", "H", "H", "H", "H", "H", "C", "C", "O", "H", "H", "H", "H", "H", "H", "C", "C", "O", "H", "H", "H", "H", "H", "H", "C", "C", "O", "H", "H", "H", "H", "H", "H", "C", "C", "O", "H", "H", "H", "H", "H", "H"], "xyz": [[1.4930, 4.8392, 1.2672], [0.2324, 4.2377, 1.9427], [0.0392, 2.8727, 1.8237], [1.6249, 5.8219, 1.7199], [1.4830, 4.8040, 0.1778], [2.3413, 4.1971, 1.5043], [-0.6300, 4.7459, 1.5114], [0.1909, 4.5979, 2.9707], [-0.7381, 2.4775, 2.2253], [-1.0595, -5.6531, -3.4919], [-0.8404, -4.1301, -3.5165], [-0.6748, -3.8273, -2.1615], [-1.1560, -6.0399, -4.5063], [-1.8740, -6.0744, -2.9026], [-0.1905, -6.1204, -3.0288], [-1.7170, -3.6117, -3.9050], [-0.0143, -3.7743, -4.1323], [-1.5529, -3.7505, -1.7812], [2.6763, 2.5034, 3.8822], [3.2565, 3.5966, 4.7357], [4.6671, 3.5860, 4.4961], [2.8393, 2.5624, 2.8061], [1.5931, 2.5428, 3.9964], [2.8783, 1.5411, 4.3527], [3.0279, 3.2686, 5.7497], [2.7256, 4.5278, 4.5381], [5.0102, 4.4251, 4.8120], [-3.1083, 2.7964, -0.6553], [-3.4518, 3.3056, -2.1220], [-4.8539, 3.4126, -2.0886], [-3.2209, 3.5343, 0.1390], [-2.0587, 2.5042, -0.6888], [-3.5626, 1.8388, -0.4011], [-3.0181, 2.6623, -2.8876], [-2.9303, 4.2455, -2.3032], [-5.1093, 3.4903, -3.0108], [-0.6239, -0.6304, -0.5355], [0.5388, 0.3493, -0.5574], [1.0210, 0.6214, 0.7703], [-1.5396, -0.0541, -0.4035], [-0.5458, -1.2420, 0.3634], [-0.6261, -1.3723, -1.3340], [0.2122, 1.2383, -1.0970], [1.3159, -0.0586, -1.2037], [0.6817, 1.4564, 1.1009], [3.1283, -1.4741, 4.3626], [2.0308, -0.9021, 3.5319], [1.1391, -1.8531, 2.9351], [3.9066, -0.7479, 4.5972], [3.5240, -2.2300, 3.6842], [2.7469, -2.0534, 5.2035], [2.3535, -0.1655, 2.7962], [1.4313, -0.3244, 4.2355], [0.8635, -1.5041, 2.0843], [3.4894, -3.4402, -0.3237], [2.0354, -3.3700, -0.7829], [1.7271, -4.6560, -1.2620], [3.5985, -4.1931, 0.4569], [3.8038, -2.4914, 0.1111], [4.1844, -3.7786, -1.0921], [2.0091, -2.7152, -1.6538], [1.3641, -3.0456, 0.0122], [0.8989, -4.4998, -1.7216], [-3.6201, -1.0383, -3.3219], [-4.5333, -0.7156, -4.4616], [-5.5449, -1.6625, -4.5963], [-2.9907, -0.2409, -2.9267], [-2.9943, -1.8857, -3.6019], [-4.1788, -1.4310, -2.4724], [-4.0436, -0.8271, -5.4291], [-4.8596, 0.3214, -4.5406], [-6.2209, -1.3402, -3.9956]], "lowdin_charge": [-0.046, -0.311, -0.095, 0.085, 0.077, 0.054, 0.107, 0.108, 0.116, -0.064, -0.276, -0.118, 0.081, 0.083, 0.070, 0.096, 0.126, 0.115, -0.104, -0.305, -0.061, 0.074, 0.071, 0.053, 0.112, 0.111, 0.084, -0.073, -0.300, -0.069, 0.070, 0.035, 0.064, 0.096, 0.103, 0.084, -0.075, -0.281, -0.091, 0.065, 0.057, 0.056, 0.109, 0.102, 0.020, -0.036, -0.260, 0.102, 0.099, 0.089, 0.098, 0.114, 0.151, 0.069, -0.055, -0.253, 0.083, 0.084, 0.080, 0.090, 0.142, 0.131, 0.043, -0.078, -0.355, -0.054, 0.062, 0.047, 0.080, 0.114, 0.111, 0.089]}

=====

{"formula": "C16H49N11O7", "method": "ωB97M-V with the def2-TZVPD basis set", "energy_ev": -48113.37660, "e_lumo_ev": 0.18, "e_above_lowest_kj_mol": 48.8, "charge": 0, "species": ["C", "C", "C", "O", "C", "N", "H", "H", "H", "H", "H", "H", "H", "H", "H", "H", "H", "C", "C", "C", "O", "C", "N", "H", "H", "H", "H", "H", "H", "H", "H", "H", "H", "H", "C", "C", "C", "O", "C", "N", "H", "H", "H", "H", "H", "H", "H", "H", "H", "H", "H", "C", "O", "N", "N", "H", "H", "H", "H", "C", "O", "N", "N", "H", "H", "H", "H", "C", "O", "N", "N", "H", "H", "H", "H", "C", "O", "N", "N", "H", "H", "H", "H"], "xyz": [[2.1858, -3.4590, 4.4003], [0.7246, -3.2085, 3.9978], [0.3106, -1.7977, 4.2941], [0.5447, -1.5777, 5.6691], [-0.1112, -0.4362, 6.1629], [0.5709, -3.5393, 2.5905], [2.7989, -2.6879, 3.9156], [2.4999, -4.4526, 4.0947], [2.3411, -3.2708, 5.4603], [0.1656, -3.8967, 4.6467], [-0.7574, -1.6247, 4.1099], [0.9085, -1.0676, 3.7330], [0.4869, 0.0203, 6.9508], [-1.0821, -0.7280, 6.5741], [-0.2402, 0.3205, 5.3819], [0.8382, -4.5044, 2.4196], [-0.4218, -3.5545, 2.3309], [1.4826, 3.0429, -1.1890], [0.6204, 4.0367, -1.9331], [0.9719, 5.4820, -1.6058], [2.2445, 5.8556, -2.0963], [3.1003, 6.3292, -1.0656], [0.6112, 3.7886, -3.3768], [1.4294, 3.1966, -0.1125], [2.5331, 3.0973, -1.4929], [1.1813, 2.0384, -1.4577], [-0.4153, 3.9343, -1.5746], [0.8331, 5.6721, -0.5315], [0.2530, 6.1841, -2.0552], [3.2632, 5.5277, -0.3421], [2.7471, 7.2637, -0.6176], [4.0587, 6.5879, -1.5223], [0.1732, 4.5650, -3.8589], [1.5677, 3.7649, -3.7180], [-0.5963, -0.5439, -5.4137], [-0.8379, -0.3868, -3.9231], [-1.6989, -1.5489, -3.3947], [-1.2350, -2.8520, -3.6134], [-0.0731, -3.1752, -2.8333], [0.4144, -0.2168, -3.1680], [0.0518, 0.2658, -5.7563], [-1.5274, -0.4879, -5.9742], [-0.1132, -1.5057, -5.5866], [-1.5316, 0.4564, -3.7491], [-2.5680, -1.4857, -4.0649], [-2.1009, -1.3560, -2.3905], [-0.1454, -2.6639, -1.8728], [0.8001, -2.8612, -3.4100], [0.0510, -4.2498, -2.6949], [0.9058, 0.5271, -3.6588], [0.1338, 0.0979, -2.2394], [4.2435, 0.3147, -1.3414], [5.4476, 0.4778, -1.4305], [3.4709, 0.7284, -0.2876], [3.5331, -0.2875, -2.3661], [2.4839, 0.5447, -0.2892], [3.9053, 1.2311, 0.4615], [4.1313, -0.7429, -3.0315], [2.5464, -0.5034, -2.3815], [-3.3694, -3.2662, 2.3021], [-2.3175, -3.8369, 2.5665], [-4.3333, -3.0321, 3.2345], [-3.6182, -2.7145, 1.0681], [-5.1428, -2.4516, 3.1243], [-4.2706, -3.5408, 4.0977], [-3.0019, -2.7971, 0.2838], [-4.3859, -2.0690, 1.0001], [-3.6881, 1.1062, 0.6991], [-4.1021, 0.5126, 1.6990], [-2.5460, 1.8615, 0.7150], [-4.3154, 0.9873, -0.5198], [-1.9578, 1.8328, 1.5234], [-2.2841, 2.2941, -0.1506], [-5.2540, 0.6385, -0.4653], [-3.9857, 1.5039, -1.3132], [0.0996, -0.5141, 0.4811], [0.0931, 0.3978, -0.3662], [1.1421, -1.3777, 0.6590], [-1.0097, -0.8215, 1.2181], [0.9660, -2.1870, 1.2554], [2.0370, -1.2715, 0.2226], [-1.8639, -0.3165, 1.0586], [-1.0011, -1.6166, 1.8344]], "lowdin_charge": [-0.050, -0.431, -0.224, -0.193, -0.107, 0.025, 0.084, 0.075, 0.075, 0.144, 0.119, 0.130, 0.086, 0.090, 0.086, 0.095, 0.035, -0.077, -0.440, -0.232, -0.186, -0.106, 0.047, 0.087, 0.083, 0.029, 0.126, 0.121, 0.121, 0.086, 0.087, 0.087, 0.068, 0.076, -0.053, -0.436, -0.235, -0.181, -0.090, 0.048, 0.076, 0.079, 0.081, 0.130, 0.121, 0.113, 0.070, 0.076, 0.082, 0.068, 0.028, -0.672, 0.019, 0.159, 0.156, 0.041, 0.109, 0.097, 0.050, -0.647, 0.000, 0.167, 0.165, 0.100, 0.106, 0.098, 0.081, -0.678, -0.009, 0.166, 0.160, 0.109, 0.093, 0.102, 0.094, -0.615, -0.054, 0.180, 0.195, 0.048, 0.080, 0.054, 0.057]}